1.
Here is a cluster of 2 separate species, C2H7N3OP in total in a non-equilibrium geometry from OMol25. Energies are from ωB97M-V with the def2-TZVPD basis set.

```
! wB97M-V def2-TZVPD RIJCOSX def2/J DEFGRID3
* xyz 1 1
C -0.332 -0.833 0.746
C 0.778 1.327 0.933
N -0.979 -1.635 -0.160
N 0.200 0.303 0.142
N -0.392 0.596 -1.077
O -0.241 -1.068 1.881
P -0.728 -1.262 -1.771
H 1.487 1.991 0.395
H -0.121 1.788 1.488
H 1.411 0.839 1.733
H -1.329 -2.482 0.205
H -1.342 1.134 -1.121
H 0.430 1.107 -1.702
H 1.158 -1.804 -1.692
*
```

Its HOMO energy is -0.527 Eh. The energy above the lowest of the compared OMol25 structures with the same formula, charge and spin is 60.5 kcal per mole.

Mulliken atomic charge list, values in e, 5 entries: C 0.370; C -0.843; N -0.109; N 0.067; N -0.466

2.
Here is a cluster of 7 separate species, C45H77BFN7O3PS2 in total in a non-equilibrium geometry from OMol25. Energies are from ωB97M-V with the def2-TZVPD basis set.

```
! wB97M-V def2-TZVPD RIJCOSX def2/J DEFGRID3
* xyz -1 1
C 2.531 3.017 1.406
C 2.235 3.233 2.926
C 0.734 3.475 3.287
C -0.305 2.569 2.529
N -0.510 1.316 3.253
C -1.712 1.256 4.099
C -2.512 -0.061 4.164
C -3.544 -0.303 3.015
C -4.747 0.688 2.944
P -4.579 2.230 1.797
O -2.901 1.841 1.397
C -4.322 3.855 0.730
C -3.668 5.043 1.492
C -2.495 5.636 0.611
F -4.534 6.153 1.669
B -6.281 2.906 2.497
O -7.232 2.112 3.263
O -6.696 4.291 2.410
C -7.918 4.474 1.728
C -7.800 5.357 0.432
C -5.316 1.364 0.261
C -6.877 1.205 0.172
C -4.718 -0.034 -0.183
C -5.389 -1.339 0.368
C -0.135 0.145 2.563
S 0.848 -0.944 3.383
S -0.601 -0.353 0.858
C 0.477 0.433 -0.396
C 1.719 -0.427 -0.826
C 2.825 -0.517 0.287
H 3.613 3.106 1.160
H 1.917 3.675 0.752
H 2.272 1.956 1.174
H 2.718 2.413 3.502
H 2.788 4.162 3.223
H 0.631 3.236 4.374
H 0.472 4.549 3.188
H -0.026 2.329 1.483
H -1.238 3.181 2.453
H -2.414 2.086 3.851
H -1.380 1.483 5.151
H -3.108 -0.043 5.112
H -1.904 -0.995 4.248
H -3.069 -0.569 2.044
H -4.001 -1.295 3.312
H -4.899 1.110 3.974
H -5.665 0.086 2.744
H -4.003 2.907 2.978
H -2.753 1.769 0.452
H -5.272 4.188 0.237
H -3.643 3.674 -0.147
H -3.201 4.795 2.463
H -1.764 4.831 0.360
H -2.966 5.932 -0.354
H -2.025 6.526 1.078
H -8.010 1.916 2.738
H -8.469 3.551 1.446
H -8.599 5.041 2.418
H -7.479 4.680 -0.399
H -7.109 6.212 0.538
H -8.840 5.682 0.182
H -5.077 2.039 -0.605
H -7.043 0.546 -0.727
H -7.337 0.622 0.997
H -7.429 2.134 -0.089
H -3.619 -0.131 -0.078
H -4.887 -0.069 -1.296
H -5.748 -1.979 -0.475
H -6.237 -1.221 1.064
H -4.616 -1.947 0.890
H 0.843 1.450 -0.154
H -0.152 0.554 -1.314
H 1.360 -1.445 -1.079
H 2.133 0.067 -1.738
H 3.740 0.056 0.004
H 3.131 -1.584 0.371
H 2.480 -0.179 1.286
N 2.506 -1.495 -5.536
C 2.211 -2.833 -5.527
C 2.745 -3.375 -4.385
C 3.381 -2.325 -3.676
C 3.215 -1.177 -4.409
H 2.242 -0.849 -6.256
H 1.650 -3.281 -6.332
H 2.684 -4.411 -4.090
H 3.900 -2.402 -2.734
H 3.540 -0.165 -4.226
N 2.770 -3.786 3.207
C 2.040 -4.844 3.669
C 2.901 -5.892 3.881
C 4.202 -5.444 3.536
C 4.088 -4.139 3.127
H 2.393 -2.883 2.963
H 0.974 -4.761 3.806
H 2.627 -6.870 4.243
H 5.118 -6.013 3.584
H 4.829 -3.435 2.785
N 7.787 0.707 0.628
C 7.847 -0.580 1.093
C 6.909 -0.713 2.085
C 6.257 0.539 2.221
C 6.818 1.394 1.308
H 8.365 1.087 -0.098
H 8.548 -1.285 0.679
H 6.713 -1.610 2.650
H 5.464 0.785 2.910
H 6.612 2.428 1.084
N -1.101 -3.914 -4.497
C -1.064 -5.279 -4.412
C -2.315 -5.713 -4.052
C -3.138 -4.567 -3.919
C -2.362 -3.472 -4.203
H -0.321 -3.327 -4.738
H -0.155 -5.821 -4.612
H -2.605 -6.741 -3.901
H -4.181 -4.546 -3.647
H -2.597 -2.420 -4.219
N 5.556 -6.997 -2.123
C 5.319 -7.258 -0.799
C 4.434 -6.318 -0.336
C 4.122 -5.461 -1.422
C 4.827 -5.906 -2.512
H 6.169 -7.524 -2.716
H 5.799 -8.085 -0.304
H 4.053 -6.253 0.672
H 3.455 -4.613 -1.405
H 4.873 -5.541 -3.526
N 5.483 1.777 -5.990
C 5.998 2.997 -5.645
C 5.022 3.940 -5.851
C 3.874 3.262 -6.333
C 4.188 1.929 -6.406
H 5.978 0.905 -5.944
H 7.009 3.089 -5.286
H 5.123 4.999 -5.674
H 2.925 3.701 -6.596
H 3.605 1.079 -6.717
*
```

Its HOMO energy is -0.155 Eh.

Mulliken atomic charge list, values in e, 5 entries: C -0.263; C -0.533; C -1.122; C 1.536; N 0.658

3.
Here is a structure of composition C25H41N10SSn from OMol25. Energies are from ωB97M-V with the def2-TZVPD basis set.

```
! wB97M-V def2-TZVPD RIJCOSX def2/J DEFGRID3
* xyz 3 1
Sn -0.120 0.100 0.589
C -1.770 -2.091 2.306
C -2.751 -0.941 2.337
N -2.565 -0.097 1.138
C -3.125 1.244 1.332
C -2.204 2.084 2.188
C -2.646 3.230 2.819
C -1.745 3.957 3.585
C -0.440 3.512 3.700
C -0.069 2.351 3.039
C 1.350 1.837 3.116
N 1.539 0.534 2.470
C 1.539 -0.617 3.384
C 0.136 -1.154 3.557
N -0.380 -1.575 2.235
N -0.938 1.657 2.300
H -1.896 -2.734 3.179
H -1.945 -2.689 1.414
H -3.772 -1.323 2.402
H -2.589 -0.312 3.213
H -3.018 -0.543 0.346
H -3.257 1.717 0.356
H -4.111 1.202 1.803
H -3.680 3.538 2.732
H -2.063 4.856 4.097
H 0.282 4.049 4.302
H 2.002 2.568 2.633
H 1.658 1.803 4.166
H 2.412 0.539 1.954
H 2.171 -1.393 2.943
H 1.971 -0.365 4.355
H 0.132 -1.998 4.250
H -0.524 -0.387 3.962
H 0.213 -2.337 1.910
C 3.879 -3.678 -0.246
C 3.077 -2.406 -0.257
N 1.799 -2.337 -0.312
N 1.121 -3.531 -0.439
C -0.144 -3.548 -0.935
N -0.599 -4.745 -1.299
S -1.129 -2.186 -1.075
C 3.818 -1.109 -0.297
C 5.149 -1.080 -0.694
C 5.793 0.144 -0.812
C 5.090 1.298 -0.523
C 3.766 1.170 -0.125
N 3.135 0.006 -0.011
H 3.362 -4.502 0.244
H 4.141 -3.987 -1.261
H 4.806 -3.535 0.303
H 1.664 -4.379 -0.537
H -0.034 -5.580 -1.293
H -1.543 -4.819 -1.643
H 5.683 -1.988 -0.932
H 6.827 0.188 -1.127
H 5.549 2.273 -0.597
H 3.184 2.056 0.114
C -2.319 4.713 -3.468
C -1.905 3.788 -2.297
N -1.683 2.419 -2.761
C -2.933 1.870 -3.287
C -3.509 2.773 -4.405
N -2.487 3.840 -4.679
C -1.170 3.215 -5.053
C -0.673 2.421 -3.820
H -1.562 5.456 -3.711
H -3.266 5.222 -3.299
H -2.680 3.779 -1.530
H -0.989 4.161 -1.841
H -3.656 1.776 -2.478
H -2.734 0.872 -3.675
H -4.429 3.279 -4.117
H -3.683 2.238 -5.337
H -2.811 4.414 -5.457
H -0.499 4.022 -5.342
H -1.351 2.585 -5.921
H 0.243 2.859 -3.428
H -0.456 1.393 -4.102
*
```

Its HOMO energy is -0.568 Eh. The energy above the lowest of the compared OMol25 structures with the same formula, charge and spin is 0.0 kcal per mole.

Mulliken atomic charge list, values in e, 5 entries: Sn 0.932; C -0.791; C -0.778; N -0.125; C -0.696

4.
Here is the molecule C3H6N4 in a non-equilibrium geometry from OMol25. Energies are from ωB97M-V with the def2-TZVPD basis set.

```
! wB97M-V def2-TZVPD RIJCOSX def2/J DEFGRID3
* xyz 0 1
C 0.883 -0.356 -1.584
C -0.381 -0.693 -1.362
C -1.077 -0.060 -0.197
H 0.651 0.286 2.461
H 0.240 1.786 1.682
H 1.846 -0.439 0.292
H 1.733 -0.431 -2.296
H -0.780 -1.208 -2.117
H -2.389 -0.009 1.086
N 0.191 0.783 1.786
N 0.102 0.104 0.488
N 1.250 0.247 -0.333
N -2.269 -0.011 0.092
*
```

Its HOMO energy is -0.306 Eh. The energy above the lowest of the compared OMol25 structures with the same formula, charge and spin is 104.1 kcal per mole. Its SMILES is [H]/N=c1/cc[nH]n1N.

Mulliken atomic charge list, values in e, 5 entries: C -0.096; C -0.765; C 0.495; H 0.209; H 0.223

How do the records compare in LUMO level? In the order shown, they have -4.973, 1.568, -6.963, 0.830 eV.